Record 1
C7H7HgO6 | the ωB97M-V functional and the def2-TZVPD basis

Summary:
Relative energy (zero: lowest compared OMol25 entry of this formula, charge and spin)   1336.5 kJ/mol
Charge   +1
LUMO (spin up / spin down)   -4.647 / -4.452 eV
Gap between HOMO and LUMO (spin up / spin down)   5.384 / 6.470 eV

Atoms and positions in Å:
Hg  -1.05  0.28  -0.26
O  -2.33  -0.69  2.28
O  -0.46  -2.42  -1.43
O  -0.66  2.85  1.22
O  0.77  0.31  0.68
O  -3.75  0.37  -1.56
O  0.07  1.92  -2.51
C  -1.82  -0.31  1.31
C  -0.68  -1.39  -0.98
C  -0.35  1.30  -1.64
C  -2.71  0.32  -1.07
C  -1.44  2.19  0.58
C  1.90  -0.20  -0.02
C  2.37  -1.56  0.51
H  1.68  -0.30  -1.10
H  1.56  -2.31  0.42
H  2.66  -1.48  1.58
H  0.74  -0.09  1.59
H  2.73  0.54  0.08
H  3.25  -1.90  -0.07
H  -2.47  2.59  0.40

Record 2
C7H14Cl2N2 | the ωB97M-V functional and the def2-TZVPD basis

Summary:
Relative energy (zero: lowest compared OMol25 entry of this formula, charge and spin)   0.0 kJ/mol
SMILES   C[N@H+]1CCCCC(=[N+](Cl)Cl)C1
Charge   +2
LUMO   -8.749 eV
Gap between HOMO and LUMO   10.070 eV

Atoms and positions in Å:
Cl  2.18  3.05  -2.62
Cl  3.82  1.88  -0.67
N  2.34  1.75  -1.51
N  0.41  -0.82  0.21
C  1.41  0.91  -1.16
C  0.82  -2.08  0.85
C  -1.54  0.85  0.19
C  0.08  1.02  -1.77
C  -0.51  0.11  1.08
C  -0.79  1.81  -0.65
C  1.64  -0.14  -0.23
H  -2.13  1.51  0.77
H  -0.17  -1.09  -0.48
H  -2.22  0.38  -0.43
H  -1.41  2.46  -1.41
H  2.48  -0.98  -0.44
H  0.11  1.59  -2.70
H  1.97  0.36  0.72
H  1.26  -2.86  0.12
H  0.09  -2.74  1.42
H  -0.25  0.05  -1.96
H  -1.00  -0.42  1.85
H  -0.13  2.43  -0.10
H  0.15  0.82  1.51
H  1.52  -1.91  1.63

Record 3
C16H19N5O3S | the ωB97M-V functional and the def2-TZVPD basis

Summary:
Relative energy (zero: lowest compared OMol25 entry of this formula, charge and spin)   55.9 kJ/mol
SMILES   COC(=O)c1ccc(-n2nnnc2SCC(=O)N2CCCCC2)cc1
LUMO   -0.214 eV
Gap between HOMO and LUMO   8.836 eV

Atoms and positions in Å:
S  -0.90  1.43  -0.34
O  6.08  1.26  0.50
O  6.59  -0.76  -0.34
O  -3.69  0.02  -2.39
N  -1.48  -2.30  0.03
N  -4.27  0.81  -0.35
N  0.23  -1.07  -0.01
N  -1.94  -1.07  -0.13
N  -0.22  -2.33  0.10
C  2.49  -1.73  -0.41
C  7.46  1.57  0.52
C  -5.18  -1.07  0.91
C  2.04  0.48  0.48
C  3.39  0.75  0.49
C  -4.99  -0.28  2.21
C  3.84  -1.45  -0.40
C  -4.06  1.60  0.84
C  -5.39  -0.10  -0.25
C  1.59  -0.76  0.02
C  -2.27  1.69  -1.51
C  4.30  -0.21  0.05
C  -3.47  0.73  -1.43
C  -0.89  -0.29  -0.16
C  -3.83  0.69  2.05
C  5.76  0.04  0.04
H  7.54  2.57  0.94
H  -4.97  2.20  1.01
H  -4.28  -1.66  0.71
H  -2.91  0.12  1.89
H  3.75  1.70  0.84
H  -3.71  1.30  2.94
H  -4.80  -0.96  3.04
H  -6.30  0.48  -0.10
H  7.88  1.55  -0.49
H  -3.22  2.28  0.72
H  8.00  0.85  1.14
H  1.33  1.21  0.85
H  4.56  -2.18  -0.73
H  -2.58  2.72  -1.37
H  -5.91  0.28  2.43
H  -5.46  -0.64  -1.20
H  2.12  -2.68  -0.75
H  -1.85  1.57  -2.51
H  -6.03  -1.74  0.99

Record 4
C17H30F3NO | the ωB97M-V functional and the def2-TZVPD basis

Summary:
SMILES   CCCCCCCCCC[C@@H]1CNC(=O)[C@H]1CCC(F)(F)F
LUMO   0.557 eV
Gap between HOMO and LUMO   10.303 eV

Atoms and positions in Å:
F  -4.35  1.55  -3.35
F  -3.27  0.62  -4.95
F  -5.39  0.38  -4.81
O  -3.63  -4.02  -2.24
N  -3.01  -3.41  -0.09
C  -1.44  -0.01  -0.41
C  -1.08  0.42  1.01
C  -2.40  -1.19  -0.52
C  1.52  2.97  2.52
C  2.64  3.06  1.48
C  0.54  1.78  2.45
C  -3.06  -3.26  -1.48
C  -4.28  0.43  -4.08
C  0.20  1.27  1.05
C  -2.21  -2.32  0.50
C  4.99  -0.12  1.65
C  3.86  2.18  1.76
C  5.04  -1.36  0.73
C  -4.09  -0.80  -3.20
C  3.68  0.68  1.55
C  -2.31  -1.99  -1.82
C  -2.66  -1.34  -3.15
H  0.90  0.95  3.06
H  -1.89  0.84  -0.94
H  3.23  0.53  0.55
H  -4.77  -1.57  -3.58
H  2.97  0.28  2.29
H  5.44  -2.23  1.24
H  2.02  2.94  3.50
H  -1.93  -0.54  -3.35
H  0.09  2.11  0.35
H  -4.45  -0.52  -2.21
H  -0.52  -0.27  -0.95
H  -3.45  -0.89  -0.41
H  -1.26  -2.33  -1.87
H  2.27  2.85  0.47
H  -2.62  -2.06  1.48
H  0.93  3.90  2.52
H  -2.80  -4.36  0.19
H  4.68  2.51  1.10
H  4.20  2.38  2.79
H  5.12  -0.46  2.68
H  -1.90  0.98  1.47
H  5.83  0.54  1.43
H  2.98  4.10  1.46
H  -2.53  -2.08  -3.94
H  5.64  -1.17  -0.16
H  4.03  -1.62  0.39
H  -0.92  -0.46  1.64
H  -0.41  2.09  2.91
H  -1.16  -2.61  0.62
H  1.01  0.65  0.65

Molar mass / g mol⁻¹: 387.72; 197.11; 361.43; 321.43
Energy / Eh: -874.9303; -1304.2198; -1518.7818; -1095.3987